Below is a gas-phase ion, C9H10N3O2 (charge +1) at a distorted geometry, with properties calculated with ωB97M-V/def2-TZVPD.

Last columns: bonded neighbours and bond lengths (Å).
Cartesian coordinates (Å):
1 C 1.82899 0.28902 -0.70615  C4 1.403, H16 1.038, C22 1.432
2 C -1.77983 -2.22851 0.58604  O6 1.369, N8 1.444, H11 1.183, N20 1.512
3 C -2.56062 -0.74314 -1.10033  N8 1.298, N13 1.183
4 C 0.80156 0.50042 0.22609  C1 1.403, C17 1.451, C23 1.455
5 H 3.40964 3.21076 -0.55976  C9 1.067
6 O -1.75553 -3.58856 0.74171  C2 1.369, H24 0.946
7 H -0.99027 0.17545 1.31386  C23 1.037
8 N -2.28649 -1.95942 -0.73959  C2 1.444, C3 1.298, H14 0.966
9 C 2.63740 2.52513 -0.29138  H5 1.067, C15 1.424, C22 1.413
10 H 3.44301 1.20859 -1.84912  C22 1.072
11 H -2.47744 -1.88003 1.47521  C2 1.183
12 H 0.30455 -2.15854 0.04914  N20 0.998
13 N -2.51617 0.43722 -1.03263  C3 1.183, O19 1.191
14 H -2.32511 -2.69201 -1.36796  N8 0.966
15 C 1.62152 2.80342 0.66648  C9 1.424, C17 1.353, H18 1.034
16 H 1.87610 -0.65957 -1.12578  C1 1.038
17 C 0.72146 1.80942 0.84706  C4 1.451, C15 1.353, H21 0.992
18 H 1.73388 3.68854 1.18839  C15 1.034
19 O -2.69915 1.59130 -1.26398  N13 1.191
20 N -0.40996 -1.59944 0.46522  C2 1.512, H12 0.998, C23 1.316
21 H 0.02480 2.05898 1.50768  C17 0.992
22 C 2.75616 1.33002 -1.03540  C1 1.432, C9 1.413, H10 1.072
23 C -0.31868 -0.30581 0.68724  C4 1.455, H7 1.037, N20 1.316
24 H -1.03979 -3.81325 1.31795  O6 0.946

- F_max: 4.744 eV/Å
- Net charge: +1
- 2S+1: 1
- SMILES: [O-]N=C=[NH+][C@@H](O)/[NH+]=C/c1ccccc1
- E_tot: -18048.671 eV